(1)
97
Properties=species:S:1:pos:R:3:forces:R:3 method="wB97M-V/def2-TZVPD" largest_force_ev_per_a=1.0 homo_ev=-11.4370 lumo_energy_ha=-0.1085 charge=+1 gap_ha=0.312 total_energy_ev=-41684.2048
C 4.44438 -2.12333 -0.48371 0.1 0.0 0.0
H -0.59825 1.89160 -0.73019 -0.1 0.1 -0.1
H 4.66591 1.40187 -0.30233 0.0 0.0 0.1
C -0.89033 0.01033 -4.14966 0.1 0.1 -0.1
H -1.96816 -5.01902 2.62336 0.1 0.0 0.2
O -1.47704 5.35001 -4.15255 -0.2 0.0 0.1
H 0.95136 3.24020 3.00423 0.0 0.1 0.0
H -3.74726 -3.74434 1.40144 0.0 -0.1 -0.1
H 1.65319 1.31213 1.80046 -0.1 0.0 0.0
N 0.11060 3.61453 1.16984 0.2 0.1 0.0
H -0.15547 2.89349 -3.27251 0.0 0.0 0.0
H -0.95534 1.28862 4.84624 0.0 0.0 0.0
H -0.59988 0.54739 -5.05964 -0.1 0.0 0.0
C -2.19892 -2.23743 -2.62659 0.0 0.1 -0.1
C 5.25206 -1.09697 0.33124 0.0 -0.1 0.0
H 2.17474 3.54285 1.22688 0.0 0.1 -0.1
H -0.54471 -2.60399 1.79717 -0.1 0.0 0.0
H -4.48495 -5.36014 1.34885 0.0 0.0 0.0
H -1.53061 5.90409 -1.04941 0.0 -0.1 0.0
H 2.50649 1.43429 -1.11398 -0.1 0.0 0.0
C 1.44468 1.56911 0.75538 0.3 -0.1 0.1
C -1.09278 2.55952 3.11422 0.0 0.0 0.2
H -1.91308 5.57041 1.28136 0.1 -0.1 0.4
H -1.79634 2.26959 -3.40632 0.1 0.1 0.0
H 5.88498 -0.51605 -0.34789 0.0 0.0 0.1
H -2.33290 -1.37850 -1.95423 0.0 0.0 0.0
C -0.70628 5.46715 -2.97803 0.1 0.0 0.0
H -2.89626 -4.28522 -2.66142 0.1 0.0 0.1
H -2.42997 -1.18407 3.93444 0.0 0.1 0.1
H 5.02155 -2.37169 -1.37896 -0.1 0.0 0.0
C -0.36533 -1.42143 -4.24666 0.2 0.1 0.1
H -1.78360 3.08902 3.77112 0.0 0.0 0.0
N -1.96871 4.58140 1.06453 0.0 0.1 -0.4
H 3.61964 -0.62572 1.69020 0.1 0.0 0.0
C -1.44240 5.02809 -1.69294 0.0 0.2 -0.2
C -0.77596 -0.02449 3.14252 0.1 0.0 -0.2
H -2.21433 2.43741 -1.14577 0.0 0.1 0.0
C 2.54680 0.97023 -0.12199 0.1 0.2 -0.1
C -0.85367 4.06179 0.41934 0.5 0.1 0.3
H 0.55430 1.44986 3.99456 -0.1 0.0 0.1
H 3.95846 1.97773 1.18430 -0.1 0.0 -0.1
C -0.52135 1.32430 3.84395 -0.2 0.0 0.0
H -2.20786 -2.70439 2.39287 0.1 0.0 0.0
H 1.49494 3.44063 -0.39690 -0.2 -0.1 0.0
H -1.69549 2.24010 2.25870 0.1 0.0 0.1
C 3.18077 -3.29217 1.44555 0.1 -0.1 0.0
H -2.82560 -2.02694 -3.50162 0.0 -0.1 0.1
H 0.76180 0.82069 -3.07332 0.0 -0.1 0.2
H -0.46056 6.52649 -2.89837 0.0 0.0 0.0
C -2.67765 -3.50571 -1.92609 0.0 0.0 0.2
H 0.72830 -1.35874 -4.30045 -0.1 -0.1 -0.1
H -1.44962 0.12690 2.29124 0.0 0.0 0.0
O -0.77446 -2.38255 3.83706 0.0 -0.2 0.0
C -1.33904 -1.11800 4.06023 -0.1 0.1 0.0
H 3.74747 -4.15530 -0.44594 0.0 0.1 0.0
H -1.14053 -0.87684 5.10649 0.1 0.0 -0.1
H -0.18502 4.57242 3.01489 -0.1 0.0 0.0
H 3.70887 -3.09561 2.38138 -0.1 0.2 -0.1
C -3.92787 -3.26552 -1.09094 0.0 0.1 -0.1
C -0.02417 3.56133 2.64450 0.0 -0.2 -0.1
H 5.09819 -3.84068 0.61796 -0.1 0.0 0.0
H 0.15770 -0.41074 2.71994 0.0 0.0 0.1
C -1.14797 2.57944 -1.37061 0.4 -0.2 0.0
H -1.93149 4.50058 -4.16898 0.1 0.0 -0.1
H -0.52023 0.20859 -2.02704 0.0 0.0 -0.1
H 3.50115 -1.69443 -0.83742 0.0 0.0 0.0
H -0.69431 -1.87207 -5.18644 -0.1 0.0 0.1
H -3.72679 -2.47696 -0.34920 0.0 0.0 0.0
H -2.46604 4.72494 -1.95351 0.1 0.0 0.0
C 3.95325 1.13526 0.48328 0.0 -0.1 -0.1
H 2.45673 -2.48836 1.28370 0.0 -0.1 0.0
H -0.33138 -4.89452 1.97667 0.0 0.0 0.0
C -3.82889 -4.67140 0.81847 0.1 -0.1 -0.2
H 5.11904 0.20694 2.02836 0.0 0.0 0.0
H 2.62620 -4.22060 1.59328 0.0 0.0 0.0
H -1.98468 0.03342 -4.11284 0.0 -0.1 0.0
O -4.40128 -4.42517 -0.44681 -0.2 0.0 0.1
H 0.24108 4.92842 -3.06627 0.0 0.0 0.1
H -0.60489 -4.73474 3.71514 0.0 0.0 -0.1
H -2.83624 -5.13113 0.73554 -0.1 0.1 -0.1
H -4.74360 -2.91327 -1.73055 0.1 0.0 0.0
H -1.87983 -3.87974 -1.27365 0.0 0.0 0.0
H 2.33500 -0.08842 -0.27604 0.0 0.0 0.0
C 1.37930 3.09560 0.62741 0.0 -0.1 0.2
H 5.94311 -1.65770 0.96984 0.0 0.0 0.0
H -2.81445 4.39582 0.53758 0.0 0.2 -0.1
H 0.47882 1.11911 0.51713 0.1 0.0 0.0
C -0.86845 2.20342 -2.82789 -0.1 -0.1 0.0
C 4.46510 -0.11803 1.21471 0.0 0.2 0.1
C -0.73166 -2.32002 -3.06172 -0.1 0.1 0.0
C 4.14971 -3.42563 0.26226 -0.1 0.0 0.0
H -0.50325 -3.35965 -3.31259 0.1 0.1 0.0
C -1.17065 -2.98897 2.61457 0.1 0.1 -0.1
C -1.01427 -4.50316 2.73146 0.1 0.0 0.0
C -0.32554 0.76550 -2.94944 0.1 0.1 -0.2
N -0.74176 3.96012 -0.95377 -1.0 -0.2 -0.1
H -0.09625 -2.04315 -2.21262 0.0 -0.2 0.0

***

(2)
17
Properties=species:S:1:pos:R:3:forces:R:3 method="wB97M-V/def2-TZVPD" largest_force_ev_per_a=3.4 homo_ev="-9.5830 / -8.7730" lumo_energy_ha="-0.0047 / -0.0625" de_lowest_kj_mol=353.96 gap_ha="0.347 / 0.260" total_energy_ev=-81948.7817
H 0.09507 -1.62487 0.94715 -0.6 0.3 -0.3
H -0.89434 0.95664 0.31435 0.3 0.5 -0.2
H -1.70200 -1.62425 1.03255 -0.2 -0.9 0.8
O 0.97222 -0.95266 -1.16958 2.8 0.3 -0.1
N 2.19593 -1.30001 0.48506 2.4 0.3 -0.7
C -0.55889 -1.14463 -2.88827 0.4 -0.5 -3.4
H -2.02508 0.52851 1.54698 1.1 -0.3 0.1
Br 3.78004 1.12844 1.08728 0.3 0.7 0.2
O -1.11128 -1.16435 -0.70145 -2.3 -0.6 0.0
H -1.10122 -2.06812 -3.11437 0.5 -0.1 -0.1
H 0.33422 -0.94744 -3.51035 -0.5 -0.8 0.1
C -0.14242 -1.10832 -1.53260 -0.8 0.9 0.3
C -0.83967 -1.12083 0.66358 -0.3 0.9 2.1
H -1.23460 -0.38332 -3.20358 -0.7 0.8 0.4
O 3.11432 -0.85870 -0.01528 -1.5 -1.2 1.3
C -0.97782 0.33486 1.19475 -0.1 0.0 -0.3
H -0.18239 0.65502 1.90032 -0.7 -0.4 -0.3

***

(3)
49
Properties=species:S:1:pos:R:3:forces:R:3 method="wB97M-V/def2-TZVPD" largest_force_ev_per_a=0.7 homo_ev="-0.0680 / -2.8167" spin_multiplicity=2 lumo_energy_ha="0.1812 / 0.1807" charge=-2 de_lowest_kj_mol=234.37 gap_ha="0.184 / 0.284" total_energy_ev=-65990.0628
C -2.98780 1.62878 0.37501 0.3 0.0 -0.2
H -3.81938 2.38655 2.82027 0.0 0.0 0.0
C -3.26927 0.09313 0.39600 0.2 -0.1 -0.2
C 1.44304 -3.14755 -0.65581 0.0 -0.2 0.2
F 0.48422 -3.40549 -3.45858 0.2 0.0 0.1
H -2.36665 1.98953 3.75653 0.0 0.0 0.0
F 2.48328 -3.27210 0.22024 -0.2 0.0 -0.2
O -1.54804 -0.66533 -1.13605 -0.1 -0.3 0.0
C -3.34316 0.21759 2.90301 0.0 0.0 -0.1
C -2.95879 1.71935 2.88060 0.1 0.0 -0.1
O -3.03965 3.03884 -1.52773 0.1 0.0 0.1
O 0.88156 -1.12742 -1.83596 0.0 -0.6 -0.4
C -2.07684 1.77076 1.61445 -0.3 0.1 0.1
H -2.24015 -1.35551 1.74506 0.0 0.0 0.0
H 1.79929 2.73651 -0.89057 0.1 0.0 0.0
H 4.19808 1.85355 2.54598 0.0 0.0 0.0
O -3.61287 -1.46695 -1.34630 0.1 0.0 0.0
C 1.67851 0.06371 1.13989 -0.1 -0.1 0.0
C 3.40171 1.58340 1.85874 0.0 0.0 0.0
H 2.94215 -0.26314 2.85242 0.0 0.0 0.0
C 3.07016 2.41978 0.80121 0.1 0.0 0.0
Al -0.05695 0.35970 -1.40022 0.2 0.4 0.5
H 3.62433 3.34240 0.65138 0.0 0.0 0.0
H 3.93699 -2.43766 -1.71681 0.1 0.0 0.0
C 1.68598 -2.87442 -3.18871 0.0 0.0 -0.1
H 3.29124 -1.09475 -0.72913 0.0 0.0 0.0
C 1.75795 -2.11941 -1.82670 0.3 0.0 0.1
F 0.39191 -2.75966 0.06620 0.1 -0.2 -0.1
H -4.41431 0.05006 2.78232 0.0 0.0 0.0
O -1.39834 0.52768 1.69418 0.4 -0.1 0.0
C 0.44053 1.13705 -3.20920 0.3 0.1 0.0
F 1.17969 -4.41812 -1.07367 0.1 0.3 0.1
H -3.91538 2.18203 0.51336 0.0 0.0 0.0
C -2.35305 2.22931 -0.90440 -0.3 -0.1 0.1
C 1.30305 0.88374 0.06551 -0.2 0.0 -0.2
C -2.53679 -0.30952 1.69054 -0.3 0.0 0.1
H -1.36208 2.58944 1.57034 0.0 -0.1 0.0
C 2.69526 0.39724 2.02547 0.0 0.0 0.0
H -3.01904 -0.26753 3.82526 0.0 0.0 0.0
H -4.33490 -0.11086 0.47807 0.0 0.0 0.0
O -1.15493 1.89285 -1.18968 -0.1 0.4 0.1
H 1.14692 -0.87242 1.28894 0.1 0.1 0.1
F 1.97081 -2.02695 -4.19321 0.0 -0.2 0.1
H 3.40053 -0.91570 -2.48241 0.0 0.0 0.0
S 1.52498 2.00568 -3.96760 -0.2 -0.1 0.0
C 3.21356 -1.62369 -1.67657 -0.1 0.0 0.0
C -2.78357 -0.74024 -0.80589 -0.3 0.2 0.0
F 2.60450 -3.89199 -3.27768 -0.3 0.2 0.0
C 2.04175 2.06776 -0.06808 -0.1 0.1 -0.1